Model a:
C3H10N | ωB97M-V with the def2-TZVPD basis set

Net charge   +1
HOMO level   -0.5621 Eh
Gap between HOMO and LUMO   9.677 eV

```
14
C3H10N ωB97M-V with the def2-TZVPD basis set
N -0.256 -1.875 -1.005
C -1.436 -1.499 -1.338
C 1.088 3.982 1.582
C 0.341 -1.402 0.295
H -1.944 -1.992 -2.125
H -0.247 -0.611 0.698
H 0.190 -2.648 -1.588
H 0.861 4.717 0.779
H -2.009 -0.892 -0.685
H 2.027 4.330 2.058
H 0.227 -2.203 1.001
H 0.288 4.097 2.318
H 1.070 2.964 1.240
H 1.363 -1.128 0.108
```



Model b:
C3H10N | ωB97M-V with the def2-TZVPD basis set

Net charge   +1
HOMO level   -0.5445 Eh
Gap between HOMO and LUMO   10.369 eV

```
14
C3H10N ωB97M-V with the def2-TZVPD basis set
N 0.103 1.455 -0.146
C 0.034 0.011 0.287
C 1.245 -0.901 -0.116
C -1.337 -0.528 -0.131
H 1.317 -1.002 -1.221
H -2.226 -0.057 0.236
H 0.942 2.013 0.366
H 0.795 -1.840 0.405
H 0.141 1.562 -1.151
H -0.876 1.735 0.049
H -1.384 -0.481 -1.315
H 0.308 -0.247 2.077
H -1.511 -1.558 0.079
H 2.211 -0.600 0.325
```



Model c:
C3H10N | ωB97M-V with the def2-TZVPD basis set

Net charge   +1
HOMO level   -0.5071 Eh
Gap between HOMO and LUMO   8.086 eV

```
14
C3H10N ωB97M-V with the def2-TZVPD basis set
N 1.627 -1.588 1.194
C 2.630 -1.710 0.126
C -5.322 3.934 -2.980
C 2.050 -1.443 2.405
H -5.209 3.288 -2.114
H 2.851 -2.700 -0.264
H 3.613 -1.350 0.443
H -4.833 3.347 -3.771
H 2.365 -0.976 -0.634
H -6.264 4.119 -3.491
H 3.124 -1.522 2.513
H 0.616 -1.526 1.240
H 1.368 -1.145 3.191
H -4.854 4.890 -2.762
```



Which of them is the most stable? Correct choice: model a.



Model a:
CH4NO3S | ωB97M-V with the def2-TZVPD basis set

Net charge   -1
HOMO level   -0.1344 Eh
Gap between HOMO and LUMO   7.604 eV

```
10
CH4NO3S ωB97M-V with the def2-TZVPD basis set
S 1.582 0.406 0.048
O -0.080 -0.490 0.126
O -2.074 0.591 0.838
O 1.663 0.960 -1.301
N 2.595 -0.815 0.081
C -1.128 0.209 -0.226
H -0.919 1.071 -0.770
H -2.392 -0.200 1.278
H 2.529 -1.354 0.912
H -1.776 -0.377 -0.986
```



Model b:
CH4NO3S | ωB97M-V with the def2-TZVPD basis set

Net charge   -1
HOMO level (alpha / beta)   -0.1330 / -0.1330 Eh
Gap between HOMO and LUMO (alpha / beta)   7.756 / 7.757 eV

```
10
CH4NO3S ωB97M-V with the def2-TZVPD basis set
S -0.599 -0.498 0.473
O -0.190 -1.061 1.994
O 0.038 -1.207 -0.622
O -0.240 1.458 -0.222
N -1.111 -2.039 1.551
C 0.860 1.341 -1.094
H -2.017 -1.885 2.048
H 0.507 0.709 -2.016
H 1.736 0.805 -0.591
H 1.016 2.376 -1.521
```



Which of them is the most stable? Correct choice: model a.



Model a:
C4H6NOPS | ωB97M-V with the def2-TZVPD basis set

SMILES string   Cc1csc(PO)n1
HOMO level (alpha / beta)   -0.3018 / -0.3018 Eh
Gap between HOMO and LUMO (alpha / beta)   7.859 / 7.860 eV

```
14
C4H6NOPS ωB97M-V with the def2-TZVPD basis set
S 0.627 -0.433 2.603
P 0.375 -3.412 1.265
O -0.092 -3.603 -0.283
N 0.091 -0.901 -0.030
C 0.571 -1.609 1.437
C -0.088 0.398 0.223
C 0.178 0.836 1.552
C -0.485 1.392 -0.759
H -0.628 2.340 -0.347
H 0.393 1.523 -1.479
H -1.353 1.011 -1.245
H 1.712 -3.913 0.973
H 0.298 1.901 1.907
H -0.133 -2.674 -0.524
```



Model b:
C4H6NOPS | ωB97M-V with the def2-TZVPD basis set

SMILES string   [H]/N=C/C=P(=C=S)OC
HOMO level (alpha / beta)   -0.2979 / -0.2979 Eh
Gap between HOMO and LUMO (alpha / beta)   7.190 / 7.189 eV

```
14
C4H6NOPS ωB97M-V with the def2-TZVPD basis set
S -2.767 -1.367 -0.503
P 0.234 -0.084 -0.824
O 1.113 -0.903 0.309
N -1.892 1.517 -0.159
C -0.720 2.136 0.111
C -1.519 -0.429 -0.369
C 1.691 -2.156 0.075
C 0.444 1.552 -0.080
H 1.280 2.182 0.221
H 0.776 -2.811 -0.206
H -2.698 1.837 0.470
H -0.648 3.102 0.492
H 2.134 -2.257 1.142
H 2.572 -2.319 -0.681
```



Which of them is the most stable? Correct choice: model a.



Model a:
C2H2O2 | ωB97M-V with the def2-TZVPD basis set

HOMO level   -0.3396 Eh
Gap between HOMO and LUMO   8.845 eV

```
6
C2H2O2 ωB97M-V with the def2-TZVPD basis set
O -1.075 -0.848 0.029
O 0.171 0.943 -1.864
C -0.021 -0.235 0.518
C 0.323 0.659 -0.768
H -0.162 0.413 1.338
H 0.764 -0.933 0.748
```



Model b:
C2H2O2 | ωB97M-V with the def2-TZVPD basis set

SMILES string   O=CC=O
HOMO level   -0.3552 Eh
Gap between HOMO and LUMO   9.190 eV

```
6
C2H2O2 ωB97M-V with the def2-TZVPD basis set
O -0.314 1.590 0.772
O 1.630 -0.602 0.306
C -0.477 0.666 0.097
C 0.554 -0.595 -0.110
H 0.023 -1.519 -0.542
H -1.416 0.460 -0.522
```



Which of them is the most stable? Correct choice: model b.



Model a:
C2H7N2O | ωB97M-V with the def2-TZVPD basis set

Net charge   +1
HOMO level   -0.5385 Eh
Gap between HOMO and LUMO   10.809 eV

```
12
C2H7N2O ωB97M-V with the def2-TZVPD basis set
O 0.888 1.238 -0.633
N -1.526 2.006 -0.213
N 0.854 -0.978 0.199
C 0.909 0.186 -0.133
C 1.232 -2.365 0.381
H -2.031 1.250 0.186
H 1.781 -2.629 -0.580
H -0.433 1.827 -0.110
H -1.618 2.891 0.346
H 1.705 -2.654 1.375
H 0.166 -2.753 0.317
H -1.928 1.982 -1.136
```



Model b:
C2H7N2O | ωB97M-V with the def2-TZVPD basis set

Net charge   +1
HOMO level   -0.5255 Eh
Gap between HOMO and LUMO   9.847 eV

```
12
C2H7N2O ωB97M-V with the def2-TZVPD basis set
O 0.861 -1.533 0.165
N 1.441 -0.497 -0.253
N -1.200 -1.035 0.007
C -1.201 0.238 0.006
C 1.510 0.690 0.262
H 1.186 0.795 1.237
H -1.465 -1.565 -0.820
H 1.886 -0.659 -1.153
H -1.093 0.770 1.053
H -1.091 -1.625 0.844
H -1.548 0.718 -0.938
H 1.962 1.493 -0.390
```



Model c:
C2H7N2O | ωB97M-V with the def2-TZVPD basis set

Net charge   +1
SMILES string   N[C@@H]1O[C@H]1[NH3+]
HOMO level   -0.5268 Eh
Gap between HOMO and LUMO   10.595 eV

```
12
C2H7N2O ωB97M-V with the def2-TZVPD basis set
O 0.335 1.197 -0.502
N 2.089 -0.349 0.116
N -1.796 -0.116 -0.109
C -0.247 0.420 0.397
C 0.808 -0.147 -0.349
H 2.313 0.080 0.912
H -1.819 -1.030 0.366
H -2.277 -0.139 -1.074
H -2.243 0.545 0.534
H -0.545 0.853 1.390
H 0.535 -0.881 -1.072
H 2.848 -0.433 -0.608
```



Model d:
C2H7N2O | ωB97M-V with the def2-TZVPD basis set

Net charge   +1
SMILES string   CN1O[C@@H]1[NH3+]
HOMO level   -0.5515 Eh
Gap between HOMO and LUMO   11.203 eV

```
12
C2H7N2O ωB97M-V with the def2-TZVPD basis set
O 0.189 1.465 0.420
N 1.855 -0.189 0.326
N -0.288 0.498 -0.589
C 0.362 0.119 0.642
C -1.830 0.466 -0.648
H 2.527 0.462 0.682
H -1.891 -0.636 -0.927
H -0.181 -0.329 1.417
H -2.084 1.172 -1.425
H 1.839 -1.112 0.735
H -2.102 0.777 0.273
H 1.769 -0.198 -0.719
```



Which of them is the most stable? Correct choice: model a.



Model a:
C3H10N3S | ωB97M-V with the def2-TZVPD basis set

Net charge   +1
HOMO level (alpha / beta)   -0.4946 / -0.4946 Eh
Gap between HOMO and LUMO (alpha / beta)   8.049 / 8.049 eV

```
17
C3H10N3S ωB97M-V with the def2-TZVPD basis set
S -1.237 -1.523 -0.041
N -1.243 -0.020 0.423
N 1.100 -0.031 -0.167
N 0.522 -0.734 -1.175
C 2.124 -0.708 0.693
C 0.060 0.639 0.567
C -2.197 0.869 -0.208
H -2.051 0.957 -1.345
H 1.584 -1.505 1.184
H -3.102 0.612 0.108
H 2.968 -0.980 0.019
H 0.339 0.671 1.650
H -0.052 -0.248 -1.930
H 2.506 -0.082 1.451
H -0.233 1.686 0.273
H -2.076 2.000 0.026
H 0.990 -1.602 -1.527
```



Model b:
C3H10N3S | ωB97M-V with the def2-TZVPD basis set

Net charge   +1
HOMO level   -0.4789 Eh
Gap between HOMO and LUMO   8.617 eV

```
17
C3H10N3S ωB97M-V with the def2-TZVPD basis set
S 2.702 -0.446 -0.039
N -2.686 -0.807 0.012
N 0.032 -1.042 -0.143
N -1.805 0.353 0.421
C -0.566 0.299 -0.255
C 1.314 -1.402 0.032
C 2.331 1.335 0.047
H -3.464 -0.719 0.596
H 1.777 1.690 -0.885
H -0.842 -1.727 -0.233
H 1.512 -2.447 0.065
H -1.735 0.393 1.464
H 0.116 1.013 0.133
H 3.389 1.826 0.204
H -0.663 0.591 -1.358
H -3.072 -0.527 -0.922
H 1.660 1.617 0.860
```



Which of them is the most stable? Correct choice: model b.



Model a:
C2H11N2 | ωB97M-V with the def2-TZVPD basis set

Net charge   +1
HOMO level   -0.5712 Eh
Gap between HOMO and LUMO   12.340 eV

```
15
C2H11N2 ωB97M-V with the def2-TZVPD basis set
N -1.520 -1.836 0.231
N 0.451 0.417 0.293
C 1.840 -0.026 -0.199
C -0.138 1.629 -0.379
H -1.704 -2.525 0.987
H -0.328 1.495 -1.467
H -0.271 -0.299 0.191
H 1.731 -0.907 -0.905
H 2.321 -0.355 0.732
H 0.584 0.674 1.240
H 2.228 0.930 -0.485
H -2.443 -1.168 0.382
H 0.378 2.526 0.045
H -1.817 -2.316 -0.543
H -1.313 1.762 -0.123
```



Model b:
C2H11N2 | ωB97M-V with the def2-TZVPD basis set

Net charge   +1
HOMO level   -0.5482 Eh
Gap between HOMO and LUMO   11.710 eV

```
15
C2H11N2 ωB97M-V with the def2-TZVPD basis set
N -1.389 1.845 -0.799
N 0.551 -0.139 0.211
C 1.299 -1.136 -0.610
C -0.255 -0.819 1.317
H -0.656 -1.750 0.921
H 0.527 -1.052 2.044
H -2.202 1.592 -0.252
H -1.089 -0.211 1.707
H -1.555 1.616 -1.774
H 2.176 -0.669 -1.047
H 1.768 -1.898 0.022
H -0.083 0.355 -0.446
H 1.165 0.408 0.805
H -1.221 2.842 -0.782
H 0.585 -1.614 -1.291
```



Model c:
C2H11N2 | ωB97M-V with the def2-TZVPD basis set

Net charge   +1
HOMO level   -0.5781 Eh
Gap between HOMO and LUMO   12.524 eV

```
15
C2H11N2 ωB97M-V with the def2-TZVPD basis set
N 0.252 -0.765 -0.774
N -0.788 1.720 -1.309
C -0.058 -1.315 0.621
C 0.558 -0.323 1.603
H -0.859 2.260 -2.169
H -1.150 -1.406 0.687
H -1.638 1.905 -0.776
H -0.249 0.134 -0.960
H 0.179 0.709 1.408
H 0.077 -1.499 -1.487
H 1.687 -0.203 1.410
H 0.365 -2.324 0.688
H 1.224 -0.528 -0.838
H 0.462 -0.599 2.665
H -0.063 2.234 -0.768
```



Which of them is the most stable? Correct choice: model c.



Model a:
C5H6ClF | ωB97M-V with the def2-TZVPD basis set

SMILES string   C=C/C=C(/Cl)CF
HOMO level   -0.3293 Eh
Gap between HOMO and LUMO   9.841 eV

```
13
C5H6ClF ωB97M-V with the def2-TZVPD basis set
Cl 2.054 -0.350 -1.977
F -0.159 -1.417 0.983
C 0.802 -0.342 -0.839
C -1.140 0.868 0.037
C -0.159 0.533 -0.941
C 0.875 -1.449 0.055
C -0.952 1.231 1.287
H 1.874 -1.538 0.598
H -2.144 1.026 -0.444
H -0.119 1.127 -1.860
H -1.786 1.356 1.972
H 0.076 1.272 1.793
H 0.780 -2.317 -0.666
```



Model b:
C5H6ClF | ωB97M-V with the def2-TZVPD basis set

HOMO level   -0.3252 Eh
Gap between HOMO and LUMO   9.060 eV

```
13
C5H6ClF ωB97M-V with the def2-TZVPD basis set
Cl 2.463 -1.657 -0.792
F -1.605 -0.637 -0.912
C -1.125 1.592 1.123
C -0.566 -1.578 -1.061
C 0.958 0.149 0.258
C 0.834 -0.950 -0.563
C 0.226 1.388 0.751
H -1.700 0.735 1.200
H -0.567 -1.779 -2.228
H 1.331 2.339 0.902
H -0.821 -2.453 -0.496
H -1.510 2.593 1.601
H 2.083 0.259 0.218
```



Which of them is the most stable? Correct choice: model a.



Model a:
C3H7NS | ωB97M-V with the def2-TZVPD basis set

SMILES string   CNC(C)=S
HOMO level   -0.2990 Eh
Gap between HOMO and LUMO   8.896 eV

```
12
C3H7NS ωB97M-V with the def2-TZVPD basis set
S -2.612 -0.703 -0.002
N 0.012 -1.043 0.014
C 1.378 -0.628 -0.017
C -1.064 -0.219 0.012
C -0.783 1.279 -0.005
H 1.624 0.048 0.862
H 1.990 -1.521 0.097
H -0.182 1.566 -0.872
H 1.689 -0.107 -0.891
H -1.712 1.829 -0.060
H -0.066 -2.070 -0.056
H -0.275 1.569 0.917
```



Model b:
C3H7NS | ωB97M-V with the def2-TZVPD basis set

SMILES string   SC[C@H]1CN1
HOMO level   -0.3321 Eh
Gap between HOMO and LUMO   10.038 eV

```
12
C3H7NS ωB97M-V with the def2-TZVPD basis set
S 2.471 0.246 0.123
N -1.382 -0.333 -0.298
C 1.036 -0.767 -0.120
C -0.246 -0.279 0.532
C -0.986 0.969 0.035
H -1.673 1.419 0.849
H -0.594 1.579 -0.836
H -2.308 -0.721 -0.040
H -0.528 -0.378 1.642
H 2.136 1.010 -0.899
H 1.013 -1.904 0.181
H 1.061 -0.841 -1.168
```



Model c:
C3H7NS | ωB97M-V with the def2-TZVPD basis set

SMILES string   C[C@@H]1CN1S
HOMO level   -0.3185 Eh
Gap between HOMO and LUMO   9.678 eV

```
12
C3H7NS ωB97M-V with the def2-TZVPD basis set
S 2.516 0.253 -0.012
N 0.973 -0.279 0.436
C -1.358 0.720 0.122
C 0.091 -1.333 -0.035
C -0.083 0.036 -0.492
H -2.223 -0.002 0.320
H 2.553 1.263 0.862
H 0.337 0.451 -1.501
H -1.165 1.195 1.035
H -1.691 1.524 -0.629
H -0.493 -1.825 0.681
H 0.544 -2.003 -0.788
```



Which of them is the most stable? Correct choice: model a.



Model a:
C21H27ClN2O5 | ωB97M-V with the def2-TZVPD basis set

SMILES string   COc1c(C)cc(C(=O)NCCCOCCNC(=O)C#C[C@H]2CCOC2)cc1Cl
HOMO level   -0.3396 Eh
Gap between HOMO and LUMO   9.793 eV

```
56
C21H27ClN2O5 ωB97M-V with the def2-TZVPD basis set
Cl -0.540 -6.652 1.025
O 0.077 -1.388 -2.351
O -0.088 -7.691 -1.710
O -0.257 2.537 -1.104
O 1.101 4.779 -5.251
O 3.549 -1.517 -7.125
N 0.818 3.403 -3.452
N -1.147 -1.497 -0.459
C -0.211 -6.331 -1.642
C -0.508 -4.320 -0.334
C -0.063 -5.569 -2.805
C 2.068 0.262 -6.868
C 3.049 -0.651 -6.124
C -0.125 3.933 -1.284
C 1.435 2.474 -5.539
C -1.279 -0.051 -0.365
C -0.461 -2.060 -1.486
C -0.417 -5.699 -0.419
C 1.718 1.471 -6.136
C 3.569 -0.828 -8.381
C -0.209 4.189 -2.771
C -0.145 -4.189 -2.706
C 1.070 3.663 -4.777
C -0.383 -3.559 -1.489
C -1.338 -8.377 -1.796
C 0.195 -6.252 -4.118
C -0.043 0.602 0.246
C -0.135 2.114 0.239
C 2.847 0.503 -8.171
H -2.164 0.170 0.235
H -1.435 0.340 -1.369
H 0.967 -7.014 -4.017
H -1.662 -2.085 0.170
H -1.205 3.911 -3.129
H 3.065 -1.462 -9.113
H -0.926 4.468 -0.759
H -1.950 -8.179 -0.915
H 0.841 4.272 -0.892
H 1.158 -0.305 -7.079
H 0.502 -5.527 -4.869
H 3.554 1.318 -8.011
H -0.016 -3.566 -3.582
H 0.831 0.295 -0.331
H -0.040 5.241 -2.993
H 3.849 -0.046 -5.680
H -1.882 -8.073 -2.694
H 4.602 -0.688 -8.707
H 0.093 0.256 1.274
H 0.763 2.553 0.690
H -1.002 2.461 0.819
H 2.579 -1.251 -5.347
H 2.198 0.770 -9.002
H -0.634 -3.868 0.641
H -0.704 -6.750 -4.488
H -1.103 -9.436 -1.850
H 0.739 2.414 -3.248
```



Model b:
C21H27ClN2O5 | ωB97M-V with the def2-TZVPD basis set

SMILES string   CCCc1cc(=O)oc2cc(OCC(=O)NCCCN3CCOCC3)c(Cl)cc12
HOMO level   -0.3117 Eh
Gap between HOMO and LUMO   8.282 eV

```
56
C21H27ClN2O5 ωB97M-V with the def2-TZVPD basis set
Cl 0.421 0.470 -3.654
O 1.001 4.713 0.890
O -4.688 1.477 2.255
O 3.085 -3.125 0.034
O 0.588 2.842 -2.085
O -3.031 1.855 0.837
N 1.965 2.762 0.260
N 2.632 -0.318 0.532
C -2.276 1.481 -0.212
C -1.269 2.369 -0.590
C 1.403 1.175 2.058
C -4.059 1.074 1.311
C 0.839 4.066 -1.423
C 3.437 -1.150 1.414
C -2.471 0.264 -0.889
C 1.269 3.888 0.044
C 2.647 -0.890 -0.805
C -3.536 -0.595 -0.429
C -1.653 -2.996 -0.190
C -0.627 0.851 -2.331
C 1.317 0.016 1.053
C 2.330 2.295 1.575
C -4.283 -0.177 0.620
C 2.250 -2.370 -0.818
C -1.618 -0.024 -1.963
C -3.808 -1.935 -1.043
C -3.174 -3.064 -0.215
C -0.430 2.069 -1.649
C 3.038 -2.631 1.356
H -3.441 -1.983 -2.067
H -1.724 -0.942 -2.515
H 2.370 -2.795 -1.816
H 0.813 -0.833 1.541
H -3.555 -3.008 0.807
H -1.252 -3.814 0.404
H 0.398 1.570 2.214
H 3.354 -0.782 2.437
H -0.033 4.728 -1.458
H 3.736 -3.241 1.932
H 1.656 4.531 -1.981
H 1.983 -0.322 -1.458
H -1.247 -3.078 -1.196
H 2.142 2.128 -0.505
H -4.888 -2.094 -1.066
H 3.358 1.929 1.539
H -1.171 3.279 -0.021
H -3.486 -4.020 -0.637
H 3.672 -0.801 -1.181
H 2.025 -2.768 1.766
H 2.264 3.149 2.252
H 0.689 0.321 0.212
H -5.096 -0.773 1.004
H 4.478 -1.055 1.090
H 1.775 0.818 3.019
H 1.200 -2.478 -0.504
H -1.317 -2.057 0.245
```



Which of them is the most stable? Correct choice: model b.